Entry 1:
Molecular formula: C32H35N4NbO2S2SbSi
Method: DFT, the ωB97M-V functional and the def2-TZVPD basis

## Properties
HOMO-LUMO gap = 4.2 eV
2S+1 = 1
Relative energy (zero: lowest compared OMol25 entry of this formula, charge and spin) = 5.52 kcal/mol
HOMO energy = -15.3 eV
Strongest force on any atom = 3.367 eV Å⁻¹
Net charge = +3
Lowest unoccupied orbital energy = -11.101 eV

XYZ file:
```
78
Properties=species:S:1:pos:R:3:forces:R:3
H 19.697 10.257 8.782 0.169 0.696 -0.085
H 13.127 14.645 9.939 0.352 -0.627 -0.166
C 14.799 11.840 8.693 -0.166 0.602 2.026
C 15.580 12.465 7.773 0.435 1.152 -1.268
C 10.767 10.154 8.906 -0.348 0.956 0.176
H 16.350 9.582 6.070 -0.217 -0.442 0.067
C 21.467 6.780 9.091 -0.171 0.829 1.139
C 13.426 10.613 14.419 -1.102 -0.198 -1.216
S 19.691 9.268 11.684 2.830 -0.149 -1.291
H 12.896 10.441 13.446 0.093 0.250 0.775
C 11.126 7.988 9.799 1.272 0.058 0.494
H 9.233 8.958 9.957 0.306 0.491 -0.183
H 16.071 11.577 16.433 -1.378 1.439 -0.943
C 20.270 8.671 10.108 0.366 -1.791 2.778
H 16.057 5.494 4.619 -0.078 0.923 0.549
H 14.837 15.738 8.517 -0.052 1.376 -0.353
H 12.750 11.185 15.115 0.500 -0.759 -0.654
C 15.353 12.348 15.906 0.507 -1.451 0.157
H 20.873 6.903 11.211 0.128 0.099 -0.825
C 21.056 8.815 7.941 -0.806 2.234 -1.722
H 21.148 9.442 7.058 0.001 -0.248 -0.175
C 13.955 12.652 9.547 -0.910 -1.385 -0.146
H 15.077 14.063 13.240 0.560 0.778 0.425
C 15.989 6.274 5.409 0.217 0.771 -0.340
H 15.397 4.854 6.807 0.101 -0.456 0.501
C 18.578 7.704 13.778 1.748 1.253 0.241
H 16.942 6.529 16.925 0.356 0.432 -0.572
C 14.386 13.265 13.121 -0.308 -1.710 -1.466
C 20.290 9.384 8.933 0.445 -0.827 0.142
C 16.541 11.284 13.450 0.992 -3.134 -0.400
H 22.286 7.450 5.873 -0.212 0.365 0.402
H 14.424 13.010 12.031 -0.072 0.128 0.779
H 14.368 12.295 16.440 1.079 0.590 0.046
C 15.642 5.889 6.689 0.073 -0.784 -0.694
H 19.345 5.849 16.273 -0.373 0.241 0.396
H 13.248 7.416 9.787 -0.396 -0.533 0.178
N 19.297 6.887 14.530 -0.961 0.557 -0.876
Nb 17.063 9.422 12.514 0.255 2.487 -1.712
C 15.508 13.879 7.635 0.613 0.342 0.374
Sb 15.105 9.610 9.015 -2.375 0.370 -1.326
H 13.257 12.160 10.272 0.834 0.456 -0.697
C 14.726 14.699 8.475 -0.007 -3.356 -0.271
C 20.898 7.406 10.226 0.239 -0.670 -0.951
C 12.506 8.152 9.507 -0.763 -0.619 0.394
H 16.208 11.938 7.056 0.061 0.065 0.331
S 15.315 8.562 11.393 -0.293 0.367 -0.885
N 22.215 7.044 6.794 -0.063 -0.760 0.721
H 10.152 11.034 8.728 -0.125 -0.359 -0.234
H 16.578 7.951 4.229 0.370 0.617 -0.717
C 15.699 8.100 7.535 1.398 0.492 -0.897
H 13.376 13.568 13.317 -0.508 0.430 0.213
C 15.608 6.746 7.765 -0.274 0.078 1.425
C 13.002 9.280 8.887 0.292 -0.145 0.762
C 21.608 7.551 7.898 0.097 -1.109 0.542
C 17.440 6.990 16.052 -1.308 -0.557 0.831
C 16.130 8.522 6.257 0.024 1.491 0.153
C 13.827 14.034 9.348 0.958 -0.061 0.021
H 16.234 14.314 6.926 -0.665 -0.092 0.354
C 10.266 9.080 9.624 0.448 -1.514 -0.355
C 12.095 10.256 8.515 -0.444 0.491 -0.305
H 17.304 11.227 14.255 -0.159 0.412 -0.112
C 16.716 7.840 15.218 2.876 -1.505 0.634
O 18.547 10.152 11.214 -2.556 0.354 1.234
O 20.626 9.933 12.533 -0.520 -0.430 -0.446
H 21.871 5.764 9.153 -0.156 0.435 0.062
H 15.859 13.349 15.905 -0.719 -0.893 0.190
H 12.344 11.089 7.877 0.272 0.240 0.202
Si 14.826 11.763 14.144 1.191 2.045 1.739
C 18.738 6.558 15.715 0.010 0.509 -1.274
C 16.295 7.642 5.198 -0.834 -1.699 1.081
N 18.831 8.136 12.429 -1.567 -0.354 1.686
H 10.824 7.054 10.295 -0.059 0.564 -0.326
H 22.459 6.064 6.852 0.155 0.263 -0.199
H 15.676 7.977 15.215 -1.207 0.663 0.633
H 13.616 9.609 14.789 0.114 0.039 0.437
H 15.577 6.333 8.773 -0.505 0.054 -0.181
N 17.425 8.343 14.182 -0.108 -1.655 -0.651
H 16.937 11.888 12.643 0.030 0.789 -0.375
```
Forces are in eV/Å.

Löwdin population analysis, charges in e, atoms 1 to 4: H 0.114; H 0.134; C -0.300; C -0.139

Entry 2:
Molecular formula: C32H36BCl2NO2S
Method: DFT, the ωB97M-V functional and the def2-TZVPD basis

## Properties
HOMO-LUMO gap = 7.4 eV
2S+1 = 1
Relative energy (zero: lowest compared OMol25 entry of this formula, charge and spin) = 9.76 kcal/mol
HOMO energy = -6.9 eV
Strongest force on any atom = 4.617 eV Å⁻¹
SMILES = CC1(C)OB(C(c2ccc(Cl)cc2)c2ccc(Cl)cc2)OC1(C)C.Cc1ccc(-c2ccc(N(C)C)cc2)s1
Lowest unoccupied orbital energy = 0.494 eV

XYZ file:
```
75
Properties=species:S:1:pos:R:3:forces:R:3
C 2.971 1.390 -2.276 -0.199 0.234 -0.183
Cl -4.932 -1.443 -3.050 -0.392 -0.224 -0.257
C -0.904 -1.202 3.099 1.233 0.104 0.329
H -1.482 -3.538 -0.083 0.276 0.024 -0.181
H 2.611 -2.103 -0.148 -0.143 -0.192 -0.062
O 0.432 3.743 0.547 -0.908 -0.434 -0.383
H -1.651 2.139 3.317 -0.064 0.455 0.038
C -0.283 1.202 -0.181 -0.646 3.622 -1.365
H -3.068 3.206 3.205 0.268 0.023 0.087
H -3.185 5.024 1.693 0.214 0.053 0.052
H 1.232 0.097 5.126 0.007 -0.044 0.161
H -0.966 -5.067 -1.934 0.262 0.138 0.191
H -2.108 -1.864 -3.199 -0.007 0.099 0.117
H -1.741 -1.027 3.773 0.156 -0.238 -0.123
H -0.640 2.799 -2.213 0.174 -0.081 -0.128
H 3.466 -6.024 -2.574 -0.014 0.052 -0.186
C 0.781 1.517 -1.221 0.341 -0.467 -0.353
S 1.492 -1.230 2.178 -0.410 -1.089 -0.064
C 0.222 -1.891 1.156 -1.008 0.898 1.580
C 2.148 -3.666 -1.534 -0.261 -0.497 -0.236
C -2.113 5.225 1.805 0.111 0.285 0.273
Cl 3.588 2.663 -4.598 0.269 0.041 -0.238
H 1.764 -1.585 5.026 -0.153 0.076 0.197
H 0.090 0.693 0.710 -0.066 0.310 0.016
H 3.204 -4.846 -3.894 0.003 -0.270 0.040
C 0.182 3.980 1.953 -0.265 0.131 0.206
C -0.176 -4.434 -1.529 0.130 -0.102 -0.049
H -1.666 3.714 4.196 -0.121 -0.207 -0.259
C 1.838 -2.772 -0.528 -0.933 0.054 0.139
C 0.532 -2.709 0.019 0.167 -0.611 -1.147
C 0.417 -1.039 3.505 -1.760 0.062 -0.795
H -1.763 5.694 0.873 -0.021 -0.112 0.350
H 3.167 -3.724 -1.924 -0.415 0.060 0.175
H 0.591 5.557 3.367 0.018 0.008 -0.181
H -4.922 0.471 -0.937 0.211 -0.037 -0.019
H 0.118 -7.117 -2.516 0.011 0.147 -0.217
C 2.100 1.036 -1.232 -0.370 0.344 -0.194
C 0.905 -0.921 4.892 0.451 0.560 0.320
C 1.226 2.747 -3.287 0.146 -0.241 0.279
C -1.405 3.896 2.050 -0.253 0.829 -0.306
C 1.147 -4.550 -2.026 -0.003 0.477 0.435
H 0.394 1.875 2.534 0.163 0.410 0.211
C -2.829 0.798 -0.480 0.013 0.052 -0.008
H -1.971 5.913 2.650 -0.041 -0.033 -0.247
H -0.430 -6.007 -3.805 0.247 -0.159 0.055
N 1.448 -5.516 -2.937 -0.038 -0.629 -0.818
H -3.046 1.482 0.337 -0.026 -0.109 -0.373
H 0.787 3.060 3.837 -0.032 -0.142 -0.360
H 1.917 2.778 2.483 -0.314 0.156 0.037
H 0.110 -1.210 5.579 0.116 0.064 0.028
C -0.478 -3.556 -0.507 1.006 0.448 0.018
H 0.877 3.394 -4.089 0.162 -0.086 0.194
C 0.794 5.325 2.312 -0.132 0.153 0.273
H 0.398 6.137 1.693 0.062 -0.232 0.103
H -1.959 -1.932 1.283 0.240 -0.005 0.178
H -0.242 -0.799 -1.952 -0.199 0.095 -0.112
C -3.894 0.213 -1.178 0.352 -0.351 -0.066
H 3.992 1.008 -2.319 -0.255 0.101 0.122
H 0.923 -7.138 -4.105 -0.320 0.127 0.133
C 2.535 2.234 -3.305 -0.862 -0.360 0.963
O -1.779 3.091 0.904 0.367 0.312 -0.014
C -2.313 -1.102 -2.452 -0.164 0.303 0.425
C 0.455 -6.488 -3.360 -0.124 0.045 0.232
H 2.759 -6.570 -4.119 0.275 0.293 0.108
H 2.446 0.416 -0.398 -0.095 0.105 -0.428
C -3.637 -0.733 -2.176 1.169 0.606 0.654
C -1.490 0.526 -0.799 -0.253 -1.179 -0.418
C -1.267 -0.488 -1.752 -0.418 0.135 -0.182
H 1.883 5.294 2.187 -0.248 -0.102 -0.044
C -1.972 3.193 3.275 0.099 -0.099 0.133
C 2.799 -5.744 -3.404 0.039 0.256 0.234
C 0.379 2.402 -2.237 0.715 -0.348 -0.501
B -0.646 2.943 0.163 1.383 -3.834 2.169
C -1.015 -1.692 1.770 1.010 -0.082 -0.643
C 0.853 2.854 2.756 0.072 -0.151 -0.112
```
Forces are in eV/Å.

Löwdin population analysis, charges in e, atoms 1 to 4: C -0.090; Cl 0.665; C -0.123; H 0.114

Entry 3:
Molecular formula: C32H36BCl5N12OSb2Ti
Method: DFT, the ωB97M-V functional and the def2-TZVPD basis

## Properties
HOMO-LUMO gap (spin up / spin down) = 6.5 / 5.3 eV
2S+1 = 2
Relative energy (zero: lowest compared OMol25 entry of this formula, charge and spin) = 12.19 kcal/mol
HOMO energy (spin up / spin down) = -15.5 / -15.6 eV
Strongest force on any atom = 1.205 eV Å⁻¹
Net charge = +3
⟨S²⟩ = 0.7756
Lowest unoccupied orbital energy (spin up / spin down) = -9.004 / -10.294 eV

XYZ file:
```
90
Properties=species:S:1:pos:R:3:forces:R:3
H -4.543 -0.683 0.741 0.007 0.033 -0.040
Sb 0.938 1.455 1.175 -0.150 0.284 -0.051
C -5.009 1.244 -5.299 -0.087 -0.084 0.010
N -4.314 0.563 -4.409 0.150 0.266 -0.164
H 3.510 -2.696 4.925 -0.029 -0.034 -0.005
H 4.138 0.863 6.001 -0.002 0.002 -0.018
H -0.487 2.098 -5.188 0.004 0.024 0.014
C 1.797 -2.681 -2.690 0.145 -0.142 -0.468
C -4.339 -1.378 2.642 0.057 0.015 -0.023
C 2.166 -4.831 -0.946 -0.025 0.030 0.102
C 2.394 -3.861 -3.143 -0.011 0.078 -0.054
N 0.055 1.077 -2.186 0.059 0.139 -0.434
Sb 2.889 -1.530 2.590 -0.230 0.140 -0.030
C 3.771 1.605 5.303 0.012 -0.092 -0.142
C 3.396 2.843 5.748 -0.050 0.136 -0.042
H -4.641 3.127 -6.462 0.001 -0.033 0.010
H -2.337 3.085 -5.060 0.019 -0.029 0.002
C -2.539 -1.735 -3.953 -0.009 -0.089 -0.170
C 2.911 3.518 3.465 -0.030 -0.017 0.039
Cl 0.978 -3.550 1.123 0.021 0.092 -0.303
C 3.300 -3.107 3.937 0.121 -0.054 0.069
Cl 1.513 -1.393 -3.792 -0.035 -0.013 0.174
H -2.938 -1.471 -4.919 -0.024 -0.017 0.050
H 3.729 -1.864 0.032 0.017 0.017 0.022
H 2.045 2.601 -4.302 -0.031 -0.008 0.005
N -4.970 -1.735 3.748 0.001 -0.009 -0.034
H -1.534 -3.392 -1.333 0.016 -0.003 -0.009
C -1.829 -2.717 -2.122 0.114 0.139 0.156
H -4.683 2.918 0.281 0.019 -0.009 -0.009
C 3.044 1.927 1.551 0.016 -0.037 0.044
C 0.407 3.451 0.674 -0.041 0.035 -0.010
N -5.022 -0.961 1.580 -0.029 -0.039 -0.045
C 4.349 0.072 3.477 0.162 0.033 0.058
C 2.985 3.813 4.820 0.013 -0.015 0.056
H 2.429 -3.756 4.007 0.012 -0.023 0.000
H 5.129 -1.610 1.088 0.015 -0.066 -0.007
H 3.444 3.085 6.801 -0.008 0.006 -0.012
C -3.942 2.324 -0.226 -0.023 0.019 -0.126
H -2.553 -3.948 -3.803 0.002 0.028 0.004
H 1.091 3.843 -0.077 0.008 -0.015 -0.014
N -1.331 -1.069 0.940 -0.086 0.076 0.210
Cl 3.345 -6.357 -2.818 0.019 -0.046 -0.013
H 4.328 -3.193 1.052 0.011 0.025 -0.040
H 4.936 0.123 2.560 -0.064 -0.016 0.006
C 3.766 1.298 3.916 -0.047 0.106 0.031
C 1.407 -2.571 -1.367 -0.369 0.617 0.477
H -2.499 1.665 1.341 -0.006 -0.011 -0.008
N -2.792 1.295 -1.810 0.336 0.048 -0.008
H -4.528 2.316 -2.401 0.010 0.017 0.041
Cl 2.382 -6.136 0.138 0.002 0.040 -0.042
H -6.029 -0.957 1.565 0.002 0.004 0.002
C -2.176 -1.238 1.742 -0.161 0.067 -0.280
B -2.241 0.779 -3.184 0.123 -0.045 0.096
H 0.868 0.911 3.818 -0.002 0.014 -0.006
H 2.078 1.525 -1.806 0.005 -0.012 0.005
C 3.259 2.263 2.988 0.039 -0.074 -0.060
N -3.133 1.249 -4.272 0.023 -0.270 -0.175
C -3.136 2.364 -5.065 -0.040 0.028 0.144
H 2.579 4.281 2.770 0.012 -0.008 0.022
H 4.156 -3.676 3.580 -0.013 -0.033 0.058
C 2.596 -4.933 -2.270 -0.010 0.015 -0.012
C 0.154 1.382 3.142 0.013 -0.053 0.108
N -1.731 -1.381 -1.940 0.053 0.166 -0.546
C -3.873 2.044 -1.587 -0.128 0.008 0.044
Cl 2.875 -3.993 -4.772 0.008 0.001 -0.021
O 0.833 -1.419 -0.895 0.437 -1.013 -0.485
C 1.256 1.592 -2.501 -0.046 -0.138 0.179
C 1.239 2.124 -3.771 -0.040 0.025 -0.130
N -2.171 -0.791 -3.097 -0.209 0.291 0.321
H -4.429 -2.068 4.529 -0.002 -0.008 0.012
H -5.973 -1.722 3.827 0.002 0.003 0.014
N -2.130 1.076 -0.648 -0.508 0.006 -0.028
N -2.998 -1.445 2.668 0.126 -0.108 0.302
C -2.337 -2.986 -3.370 -0.052 -0.016 -0.116
C -0.051 1.888 -4.226 -0.028 -0.003 -0.140
H -0.036 2.401 3.473 -0.018 -0.012 0.052
H 3.671 1.123 1.175 0.018 0.007 0.008
H 4.827 -0.518 4.258 0.002 0.006 -0.049
Ti -0.508 -0.297 -0.738 0.176 0.000 0.651
H 0.452 4.071 1.567 -0.016 0.040 -0.019
C -2.833 1.694 0.314 0.096 -0.069 0.028
C 4.168 -2.116 0.996 0.062 -0.059 -0.070
H 2.720 4.804 5.165 0.005 -0.018 -0.005
H -0.602 3.468 0.266 -0.017 0.034 0.017
C 1.562 -3.654 -0.515 0.056 -0.319 0.449
N -0.758 1.284 -3.270 0.001 -0.038 0.324
H -0.768 0.805 3.156 -0.004 0.020 0.002
C -4.316 2.389 -5.748 -0.083 -0.010 0.026
H -5.988 0.895 -5.593 0.050 0.018 0.007
H 3.183 2.802 0.917 0.084 0.008 0.009
```
Forces are in eV/Å.

Löwdin population analysis, charges in e, atoms 1 to 4: H 0.113; Sb 1.357; C -0.118; N 0.072